Entry from the OMol25 dataset: a structure of composition C19H16Cl2FMgN3S3Si (ωB97M-V/def2-TZVPD).

Energy in Ha: -3602.57734
Charge: -2
Orbital gap in eV: 6.671

Last column: natural (NBO) charge in e.
Positions of all 46 atoms, in Å:
Mg -1.13 -0.73 -0.60  1.64
Cl -3.95 1.22 0.05  0.02
C -3.14 1.68 1.51  -0.09
C -3.28 2.99 1.93  -0.24
C -2.64 3.43 3.08  -0.25
C -1.86 2.53 3.80  -0.23
C -1.74 1.22 3.36  -0.10
Cl -0.73 0.17 4.32  -0.02
C -2.36 0.73 2.20  -0.09
S -2.21 -0.93 1.68  -0.51
H -3.88 3.67 1.34  0.21
H -2.73 4.46 3.40  0.20
H -1.34 2.84 4.69  0.21
S -1.66 -2.88 -1.79  -0.45
C -2.06 -1.84 -3.11  -0.19
S -1.91 -0.13 -2.89  -0.45
C -2.50 -2.36 -4.33  -0.53
C -2.63 -3.76 -4.56  0.34
N -2.74 -4.88 -4.80  -0.44
C -2.85 -1.53 -5.43  0.34
N -3.16 -0.90 -6.35  -0.44
C 3.02 -2.47 -0.93  -1.13
Si 1.86 -1.78 0.39  1.83
C 2.89 -1.30 1.90  -1.13
C 0.78 -3.19 0.96  -1.15
N 0.90 -0.47 -0.17  -1.29
C 1.39 0.78 -0.35  0.13
C 2.75 1.16 -0.46  -0.29
C 3.14 2.48 -0.61  -0.22
C 2.22 3.51 -0.67  -0.29
C 0.86 3.19 -0.58  -0.29
C 0.51 1.88 -0.43  0.39
F -0.83 1.58 -0.35  -0.38
H 3.56 -3.34 -0.55  0.21
H 3.76 -1.75 -1.29  0.22
H 2.42 -2.79 -1.79  0.25
H 3.49 -2.15 2.25  0.21
H 2.20 -1.03 2.70  0.24
H 3.57 -0.45 1.75  0.22
H 1.41 -3.96 1.43  0.21
H 0.23 -3.65 0.14  0.25
H 0.07 -2.83 1.71  0.26
H 3.50 0.38 -0.45  0.20
H 4.20 2.71 -0.69  0.19
H 2.53 4.54 -0.78  0.19
H 0.09 3.94 -0.62  0.22